# 1
Density functional theory data (ωB97M-V/def2-TZVPD) for C18H6CoF6I2N4O12S2 as an isolated structure.

As for the calculated total energy: -141095.2527 eV. Its expectation value of S² is 6.050. Its net charge is -1. Its spin multiplicity is 5. The value obtained for the HOMO-LUMO gap (spin up / spin down) is 0.2287 / 0.1453 Ha.

```
51
Properties=species:S:1:pos:R:3:forces:R:3
Co 0.264309 -0.218596 -0.262761 -0.2343 0.1882 0.9105
O -1.126878 2.107706 2.861998 -0.0378 -0.0944 -0.1247
C -0.997850 1.105760 2.164444 -0.0158 -0.0086 0.2139
O -0.635437 1.124326 0.931441 0.1218 0.2299 -0.1528
C -1.324824 -0.248291 2.775540 0.1496 0.0769 -0.2536
C -1.961803 -0.257171 3.997717 -0.0764 -0.0990 0.1872
C -2.315345 -1.448705 4.621914 0.1517 0.0256 -0.3785
C -2.013781 -2.671153 4.021718 -0.1135 -0.1790 0.2311
C -1.379193 -2.663415 2.818418 -0.0574 0.3720 0.0149
C -1.010908 -1.474086 2.114645 -0.0687 -0.0819 0.1313
O -0.451383 -1.600206 0.976845 0.0955 -0.2379 -0.3054
N -1.072728 -3.933465 2.146395 0.1278 0.0661 -0.2559
O -1.909954 -4.373442 1.378513 0.1068 -0.0383 0.1876
O 0.009142 -4.441087 2.365472 -0.2269 -0.0249 0.0281
N -3.006697 -1.438187 5.884772 0.0232 0.0154 0.3132
O -3.287168 -0.359896 6.388608 -0.0036 -0.1428 -0.0975
O -3.272979 -2.514152 6.411836 -0.0074 0.1356 -0.1125
H -2.182473 0.689461 4.468613 0.0151 0.0319 -0.0270
H -2.290974 -3.591956 4.515869 0.0196 -0.0193 -0.0381
F 5.437287 1.059834 2.003541 -0.1437 0.0157 -0.0175
C 4.102410 1.098195 1.992784 -0.0630 -0.1177 -0.2491
F 3.663333 1.100474 3.244657 -0.0110 -0.0085 -0.0601
F 3.707785 2.222420 1.387386 0.1105 -0.0643 0.1049
S 3.411016 -0.367735 1.085976 -0.0447 0.3275 0.2736
O 1.992232 -0.093624 1.038893 0.1977 0.0923 0.3317
O 3.862807 -1.502252 1.812193 0.1466 -0.0917 -0.0265
N 4.129546 -0.228316 -0.316775 -0.1642 -0.0715 -0.2083
S 3.377101 0.012347 -1.664349 0.2150 0.4195 0.0579
O 1.944415 -0.223371 -1.627632 -0.1755 -0.1375 -0.2082
O 4.086302 -0.533566 -2.770936 0.1425 -0.0415 -0.0351
C 3.460149 1.858919 -1.925998 -0.0460 -0.2162 0.0709
F 3.250228 2.148013 -3.214879 -0.0471 -0.0388 0.0947
F 4.646337 2.346063 -1.572482 -0.0838 -0.0201 -0.0280
F 2.507809 2.461804 -1.203142 0.1633 0.0121 -0.0462
I -1.547783 -3.599966 -3.837646 -0.0111 0.4140 -0.0174
C -1.559627 -1.520410 -3.873540 -0.2084 -0.8571 -0.4198
C -2.076867 -0.827361 -4.957892 0.0430 -0.0585 0.0833
C -2.090513 0.554597 -4.962284 -0.2549 0.1870 -0.5054
I -2.917826 1.516426 -6.633821 0.1463 -0.1947 0.2754
C -1.573993 1.319088 -3.877258 0.2446 0.0376 0.4411
C -1.537222 2.724175 -3.788254 -0.0762 -0.0657 -0.0852
C -1.023315 3.320922 -2.666696 0.0388 -0.0515 0.0462
C -0.531328 2.522709 -1.624657 -0.0653 0.2243 0.0114
N -0.534538 1.211042 -1.703690 0.0413 -0.3883 -0.1813
C -1.043296 0.609501 -2.783239 -0.0578 0.7563 -0.1779
C -1.035465 -0.843753 -2.738206 0.3199 -0.2671 0.7617
O -0.601120 -1.428130 -1.726071 -0.3147 0.0423 -0.7718
H -2.475321 -1.378225 -5.797519 -0.0019 0.0215 -0.0104
H -1.926051 3.321660 -4.601675 0.0091 0.0092 -0.0086
H -0.988999 4.396880 -2.573340 -0.0216 -0.0012 -0.0028
H -0.148575 2.948213 -0.705421 0.0030 -0.0830 0.0349
```
Positions in Å, forces in eV/Å.

Atomic partial charges in e from the Löwdin method, atoms 1 to 4: 0.767 0.024 -0.580 -0.109



# 2
Density functional theory data (ωB97M-V/def2-TZVPD) for a 2-piece molecular cluster, C5H14 overall in a non-equilibrium geometry.

As for the calculated total energy: -5411.1045 eV. Its structure (SMILES) is CCC.CC. The value obtained for the HOMO-LUMO gap is 0.4473 Ha.

```
19
Properties=species:S:1:pos:R:3:forces:R:3
C 1.242395 -1.572678 1.080124 -0.4724 0.2329 0.8704
C 1.177363 -0.336019 2.014528 0.2675 0.3281 -1.2862
C 0.959618 1.046917 1.350510 1.0681 -0.7399 -0.4709
H 2.107675 -2.179424 1.345553 0.2814 0.1655 -0.6869
H 1.131898 -1.294314 0.034249 0.4571 -0.2469 -0.1026
H 0.409911 -2.222590 1.345541 -0.2209 -0.0563 -0.2936
H 0.290196 -0.509145 2.620637 0.4493 0.2960 0.7303
H 2.116639 -0.250012 2.551424 -0.2018 -0.2868 0.6431
H 1.246092 1.793730 2.093453 -1.4848 0.3108 0.2468
H 1.664478 1.388880 0.577375 0.2186 -1.0280 -0.2194
H 0.003473 0.980298 0.833241 -0.3712 1.0237 0.5512
C -1.344011 1.173610 -2.098996 -0.5419 -1.9148 -1.2612
C -1.714564 -0.321561 -1.826316 0.0374 0.3851 0.1122
H -2.008601 1.774760 -1.492500 0.5649 0.6003 0.0876
H -0.268399 1.290762 -2.018315 -0.0763 0.5652 0.5622
H -1.560669 1.322556 -3.159423 -0.1128 0.5455 0.1173
H -2.052017 -0.896374 -2.690737 0.1094 0.3154 -0.1915
H -2.548586 -0.336042 -1.127654 0.1579 -0.3368 0.2599
H -0.852888 -0.853357 -1.432688 -0.1296 -0.1588 0.3313
```
Positions in Å, forces in eV/Å.

Atomic partial charges in e from the Löwdin method, atoms 1 to 4: -0.114 -0.300 -0.127 0.062



# 3
Density functional theory data (ωB97M-V/def2-TZVPD) for C30H30BrCaN4O7 as an isolated structure.

As for the calculated total energy: -140377.8523 eV. Its net charge is -1. The value obtained for the HOMO-LUMO gap is 0.2282 Ha.

```
73
Properties=species:S:1:pos:R:3:forces:R:3
Ca 0.227165 0.122817 -0.851740 -0.0370 0.1767 0.0724
O 2.001724 1.547131 2.755816 0.0134 -0.0334 0.0080
C 1.575548 0.605411 2.086089 -0.0879 -0.0125 -0.0193
O 0.550026 0.594296 1.342248 0.1980 0.0463 -0.1515
C 2.440892 -0.681118 2.183745 -0.0133 -0.0189 -0.0186
C 3.853304 -0.386221 1.630042 -0.0139 0.0089 -0.0562
C 4.886757 -1.299278 2.290861 0.0158 -0.0148 0.0213
C 4.502031 -2.664322 1.670530 0.0078 -0.0018 0.0139
C 3.405608 -2.246472 0.677774 0.0125 -0.0074 -0.0291
O 3.794718 -0.922789 0.291936 -0.0095 -0.0011 0.0256
C 2.096973 -1.993900 1.422814 0.0248 0.0483 0.0401
C -0.148532 -2.460886 0.720025 0.1805 0.0352 -0.1364
O -0.521941 -1.845819 -1.611933 0.0813 0.0191 -0.0189
O -0.404415 -2.891338 1.806889 -0.0530 -0.0253 0.0333
H 2.496343 -0.895040 3.251720 -0.0078 -0.0053 -0.0014
H 4.093102 0.671597 1.604698 0.0106 -0.0008 0.0078
H 4.818451 -1.280864 3.377807 -0.0061 0.0048 -0.0011
H 5.895822 -1.004653 2.001989 -0.0008 -0.0005 -0.0021
H 4.132990 -3.381500 2.404699 -0.0069 0.0052 0.0000
H 5.340194 -3.120020 1.144943 0.0006 0.0045 -0.0030
H 3.296397 -2.880080 -0.199322 -0.0056 0.0028 0.0059
H 1.823689 -2.797900 2.102835 -0.0101 0.0047 -0.0033
Br -4.666709 -5.514866 0.636929 -0.0237 0.0121 0.0140
C -3.304718 -4.285534 0.125938 0.0584 -0.0190 -0.0236
C -2.126148 -4.825206 -0.522303 -0.0146 0.0024 0.0004
C -1.116706 -4.018913 -0.852700 -0.0063 -0.0673 -0.0232
C -1.070305 -2.526180 -0.559345 0.0562 0.1828 0.1248
O 1.076214 -1.908832 0.417805 -0.2307 -0.1149 0.0380
C -2.460884 -2.017267 -0.142326 -0.1029 -0.0489 -0.0092
C -2.848437 -0.704141 -0.179063 0.0551 0.0671 -0.0174
N -2.134238 0.366266 -0.592698 0.0284 -0.0411 0.0752
C -2.741946 1.580068 -0.692120 0.0377 0.0200 -0.0043
C -4.110580 1.839395 -0.618371 -0.0501 0.0332 -0.0001
C -4.635032 3.137069 -0.718215 -0.0008 -0.0447 0.0048
C -3.838078 4.228811 -0.920539 0.0443 -0.0187 0.0046
C -2.443288 4.027704 -1.055658 -0.0794 0.0835 -0.0040
C -1.555630 5.099976 -1.297459 0.0239 -0.0112 -0.0047
C -0.220741 4.866507 -1.448996 -0.0233 -0.0327 0.0040
C 0.231880 3.537454 -1.365567 0.0567 0.0368 -0.0199
N -0.557742 2.520690 -1.133600 -0.1317 -0.1346 0.0152
C -1.893130 2.729462 -0.961127 0.0563 -0.0574 -0.0025
C -3.464662 -2.963233 0.276909 0.0003 0.0182 0.0034
H -2.098577 -5.881625 -0.760139 0.0066 0.0002 -0.0019
H -0.239675 -4.400749 -1.365413 -0.0032 0.0057 0.0007
H -3.851839 -0.525412 0.211730 -0.0207 -0.0277 -0.0310
H -4.808516 1.025140 -0.488068 0.0175 -0.0141 0.0019
H -5.708938 3.262275 -0.635277 0.0019 0.0158 -0.0018
H -4.244565 5.229604 -0.993445 -0.0024 0.0010 -0.0001
H -1.957202 6.105162 -1.361482 -0.0038 -0.0009 0.0007
H 0.482767 5.667139 -1.631959 0.0013 0.0018 0.0004
H 1.286224 3.316371 -1.500767 -0.0039 -0.0151 0.0080
H -4.394279 -2.568806 0.672099 -0.0055 -0.0125 0.0006
C 2.422525 -2.020404 -3.067667 0.0467 0.0215 0.0374
N 1.299584 -1.792897 -3.962219 0.0395 0.0471 0.0705
C 0.633858 -3.025143 -4.358021 -0.0337 -0.0398 0.0108
C -0.531451 -2.748981 -5.282451 0.0119 -0.0071 -0.0238
C -1.419636 -1.709216 -4.636310 0.0565 0.0675 0.0129
N -0.631814 -0.515944 -4.344901 0.0516 -0.0375 -0.0458
C -1.412074 0.666657 -4.020642 -0.0319 0.0004 0.0132
C 0.590341 -0.642150 -3.756338 -0.0890 -0.0267 -0.0234
O 1.084692 0.301234 -3.103556 -0.0108 -0.0775 0.0895
H 3.090404 -2.753518 -3.522521 -0.0111 0.0036 -0.0188
H 2.066132 -2.401272 -2.104195 -0.0287 -0.0025 -0.0152
H 2.968466 -1.097785 -2.898534 0.0032 -0.0014 -0.0295
H 0.272674 -3.533545 -3.456592 0.0198 0.0216 -0.0057
H 1.379046 -3.660361 -4.843633 -0.0161 -0.0132 -0.0104
H -1.090043 -3.671054 -5.450730 0.0001 0.0005 0.0058
H -0.174657 -2.384612 -6.249397 0.0060 0.0052 0.0041
H -1.841045 -2.088845 -3.699027 -0.0378 -0.0042 -0.0130
H -2.229775 -1.414207 -5.305066 -0.0070 -0.0047 -0.0050
H -2.129799 0.833192 -4.824962 -0.0121 0.0016 0.0078
H -0.760765 1.531694 -3.940116 0.0043 -0.0059 0.0092
H -1.953357 0.537003 -3.077565 0.0038 -0.0032 -0.0109
```
Positions in Å, forces in eV/Å.

Atomic partial charges in e from the Löwdin method, atoms 1 to 4: 1.459 0.004 -0.639 -0.161



# 4
Density functional theory data (ωB97M-V/def2-TZVPD) for a 3-piece molecular cluster, C17H23BrN2O2 overall.

As for the calculated total energy: -95120.1333 eV. Its structure (SMILES) is BrCCCc1cnc2ccccc2n1.CC(C)=O.CC(C)=O. The value obtained for the HOMO-LUMO gap is 0.3316 Ha.

```
45
Properties=species:S:1:pos:R:3:forces:R:3
Br 1.812539 -1.706343 3.515367 -0.1092 -0.1632 0.1558
C 0.089777 -0.797491 3.568387 0.1960 0.5247 -0.3630
C 0.160805 0.400164 2.624621 -0.1490 -0.1975 0.3147
C -1.067347 1.302244 2.782164 0.0229 -0.6442 0.0435
C -2.365720 0.563128 2.579111 -0.0465 0.4524 0.2885
C -2.509162 -0.380062 1.527254 0.1676 -0.1650 -0.3883
N -3.585559 -1.073078 1.301116 0.0177 0.2302 0.3454
C -4.606713 -0.827665 2.172472 -0.5240 -0.3338 -0.1382
C -5.817031 -1.544716 2.034862 -0.3969 -0.2025 -0.0001
C -6.883287 -1.315275 2.864910 0.2645 0.3550 0.1902
C -6.781678 -0.343862 3.887663 0.7755 0.1474 -0.2504
C -5.604577 0.347045 4.048233 -0.3843 -0.0554 0.1287
C -4.499633 0.122221 3.198399 -0.0225 0.1418 0.1533
N -3.348285 0.828586 3.394510 -0.0875 -0.2246 -0.0083
H -0.088710 -0.464794 4.583484 0.0634 -0.1617 0.2310
H -0.662731 -1.514931 3.271322 -0.0626 -0.2004 0.0343
H 1.047549 0.961860 2.902017 0.1363 0.1718 -0.2043
H 0.291412 0.029979 1.613674 0.1304 0.1844 -0.2183
H -1.073767 1.676398 3.800639 -0.1414 0.2710 0.1117
H -1.028978 2.149720 2.102874 0.1386 0.1173 -0.1258
H -1.672599 -0.534634 0.860791 0.1101 -0.0710 -0.1525
H -5.886132 -2.287119 1.253867 0.0824 -0.0284 -0.1180
H -7.816725 -1.846094 2.767566 -0.0130 -0.2023 -0.1996
H -7.614696 -0.136118 4.537523 -0.1526 -0.0391 0.1025
H -5.493299 1.080679 4.832419 0.0403 0.0989 0.0438
C 2.694877 -1.744063 -0.700511 -0.1195 0.1430 0.2330
C 2.047562 -0.521134 -1.304006 -0.0330 -0.0113 -0.0045
C 2.177424 -0.350444 -2.794156 -0.0410 0.2462 0.1269
O 1.452956 0.281556 -0.617698 -0.0244 -0.0204 -0.0089
H 2.532319 -1.744598 0.375206 -0.0086 -0.0110 0.0122
H 2.253671 -2.644628 -1.130414 0.1277 -0.0317 -0.0824
H 3.767565 -1.738069 -0.898951 -0.0199 -0.0944 -0.1319
H 1.725773 -1.199833 -3.309544 0.1325 -0.0607 -0.0240
H 3.231190 -0.284346 -3.079464 -0.1898 -0.1748 -0.0232
H 1.667092 0.562762 -3.096410 -0.0132 -0.0130 0.0071
C 3.921028 1.737443 -5.857099 -0.1130 -0.1692 0.1053
C 5.039474 0.945316 -5.225249 0.0026 -0.0075 -0.0034
C 6.442555 1.459149 -5.432549 0.0395 -0.1853 0.1276
O 4.820162 -0.055365 -4.581825 0.1310 0.0302 -0.0784
H 2.967873 1.263709 -5.633970 0.0060 -0.0072 0.0032
H 3.915041 2.754816 -5.463201 0.0579 0.0504 -0.1099
H 4.055653 1.775558 -6.938976 0.0465 0.1256 0.0023
H 6.536103 2.465651 -5.022108 -0.0090 0.0572 -0.1216
H 6.676651 1.486338 -6.497723 -0.0182 0.1333 -0.0079
H 7.147835 0.802127 -4.929348 -0.0104 -0.0051 0.0020
```
Positions in Å, forces in eV/Å.

Atomic partial charges in e from the Löwdin method, atoms 1 to 4: 0.634 -0.599 -0.308 -0.132



Q: Among the records above, which one has the lowest calculated total energy?
A: C18H6CoF6I2N4O12S2